Entry 1:
{
  "formula": "C5H17NO4",
  "method": "the ωB97M-V functional and the def2-TZVPD basis",
  "species": ["C", "H", "H", "H", "O", "H", "H", "N", "H", "O", "H", "H", "C", "H", "C", "H", "H", "H", "C", "H", "O", "H", "H", "H", "C", "H", "O"],
  "coordinates": [[1.09016, 0.33410, 1.67687], [1.75684, 2.36249, 1.37404], [1.41593, -0.71526, 1.75554], [-1.41069, 0.43019, -1.34208], [0.09267, -3.03487, -2.62271], [2.05312, 0.28285, -1.54894], [-0.53834, 2.55657, 2.20828], [-1.07072, -0.73874, 1.34516], [-0.08912, -2.20859, -3.06066], [-1.68279, 0.87273, -2.15549], [0.52226, -3.07873, -1.77319], [3.02784, 1.09467, 1.56858], [1.96783, 1.31442, 1.64407], [-2.48135, -2.11365, 2.23576], [-0.37183, 0.50694, 1.67462], [-2.58640, -0.49462, 2.96395], [-0.55004, -1.57796, 1.17620], [3.08584, -0.80787, -2.11046], [-2.33322, -1.01796, 2.04933], [0.53863, 1.88816, -1.16306], [2.50366, -0.57370, -1.38534], [-1.98881, 0.18005, -2.74869], [0.20836, 1.41327, -2.63467], [-2.07309, 1.62280, 2.16107], [-1.01086, 1.59244, 2.07572], [-3.06106, -0.88511, 1.20760], [0.78439, 1.29647, -1.87719]],
  "lumo_ev": 0.42,
  "homo_energy_ev": -8.31,
  "smiles": "C=CC(=C)NC.O.O.O.O",
  "homo_lumo_gap_ev": 8.73,
  "e_above_lowest_kj_mol": 259.6,
  "total_charge": 0
}

=====

Entry 2:
{
  "formula": "C38H30Cl4InN3O3PS2",
  "method": "the ωB97M-V functional and the def2-TZVPD basis",
  "species": ["C", "Cl", "H", "N", "C", "C", "C", "C", "N", "O", "C", "C", "H", "O", "C", "H", "H", "H", "H", "C", "H", "N", "C", "C", "H", "C", "S", "H", "H", "C", "H", "C", "C", "P", "C", "C", "C", "C", "C", "H", "H", "C", "H", "H", "C", "C", "H", "H", "H", "C", "C", "H", "C", "C", "H", "H", "H", "C", "H", "H", "H", "C", "C", "Cl", "H", "C", "C", "Cl", "C", "H", "S", "H", "H", "C", "O", "C", "In", "C", "C", "C", "H", "Cl"],
  "coordinates": [[-2.06565, 0.34751, 2.59283], [5.30577, -1.68341, 0.20296], [-3.36805, 1.81434, 3.52943], [0.10960, -3.05407, 0.06994], [2.85617, 2.76182, -0.86450], [-2.76140, -5.37073, -0.29108], [-1.05087, -3.61404, -0.38323], [-1.16791, 3.06436, -1.71334], [-2.93339, 1.50876, -2.10342], [2.44685, -1.13983, 0.59537], [-0.15702, 3.49964, -0.84960], [3.01004, 1.96627, 1.39680], [-2.63159, 5.03979, 3.38651], [0.74620, -0.04825, -1.17737], [-1.22662, 3.96262, 2.18544], [-3.10351, -6.31511, 0.11241], [2.27008, 3.09356, -1.71155], [-0.71091, 2.39024, 4.45566], [-4.17679, 0.31875, 3.02837], [0.41494, 4.75800, -1.05804], [-1.99830, 3.46983, 1.60276], [-1.32865, -1.81354, -1.99049], [0.03226, 5.55136, -2.12085], [-1.58468, 4.84163, 3.19199], [6.05077, 1.94068, -0.09392], [4.37731, 1.79613, 1.24366], [0.57594, -0.21071, 3.22935], [0.49535, 6.51889, -2.26881], [-4.48460, -5.02424, -1.48962], [-0.60114, 5.45507, 3.96070], [-2.32238, 3.51307, -3.45463], [2.89918, -0.82790, -0.59622], [0.86248, -3.72356, 0.91227], [0.41823, 2.47721, 0.57345], [1.09299, 4.31329, 2.68291], [0.51363, -4.99535, 1.40877], [-3.04832, -3.45302, -1.72948], [-3.51438, -4.65401, -1.18124], [-0.67821, -5.53436, 1.03258], [4.68690, 2.79334, -1.97362], [-1.24631, 5.70542, -3.84358], [-1.87933, 1.80085, -1.45574], [-3.70053, 1.50179, 1.82505], [-1.51477, 1.15469, -0.66204], [4.22775, -1.00307, -0.96940], [3.81922, -0.04627, -3.14191], [-0.87761, 6.13483, 4.75696], [-0.46573, 0.96006, 5.44786], [-1.96979, -1.24855, -2.52169], [-1.02813, 0.51066, 3.43254], [4.98860, 2.10714, 0.03738], [-3.65111, -2.92183, -2.45631], [-1.54513, 3.87093, -2.79302], [-3.39572, 1.03855, 2.76696], [-2.10296, 1.47516, 5.05958], [2.13967, 4.11752, 2.48946], [-1.00756, -6.49054, 1.42319], [-1.09202, 1.38647, 4.66416], [2.53384, 1.66820, 2.32436], [4.95781, 1.38107, 2.05776], [1.50620, 5.65904, 4.29904], [-1.81376, -2.92637, -1.38472], [2.23393, 2.46820, 0.34832], [4.38171, 0.47944, -4.69262], [1.17478, -5.49763, 2.10101], [-0.94665, 5.09520, -3.00052], [-1.51292, -4.85225, 0.11533], [1.35717, 0.88759, -3.87200], [4.69288, -0.61092, -2.22938], [-0.45960, -1.36681, -1.72280], [-2.05716, -0.72962, 1.17900], [1.77688, -3.23061, 1.22520], [-3.14351, 0.02414, -0.87840], [4.22464, 2.58601, -1.01603], [-3.55593, 0.33500, -1.71546], [2.00288, -0.24881, -1.54292], [0.38559, -0.66250, 0.82934], [2.47554, 0.12522, -2.79076], [0.11664, 3.69238, 1.91451], [0.73372, 5.18709, 3.70431], [1.18029, 5.10863, -0.37520], [6.36741, -0.80172, -2.62785]],
  "lumo_ev": 2.29,
  "homo_energy_ev": -4.77,
  "homo_lumo_gap_ev": 7.06,
  "e_above_lowest_kj_mol": 0.0,
  "total_charge": -1
}

=====

Entry 3:
{
  "formula": "C9H12BrFN2O4S",
  "method": "the ωB97M-V functional and the def2-TZVPD basis",
  "species": ["C", "O", "C", "C", "H", "N", "H", "F", "C", "H", "C", "H", "S", "O", "N", "C", "H", "H", "O", "H", "H", "H", "C", "C", "H", "Br", "O", "H", "C", "H"],
  "coordinates": [[-3.58919, 2.66601, 2.99775], [-1.11292, -0.32264, -1.56724], [2.17069, -2.16027, -1.76644], [-2.43523, 1.17087, 0.95548], [-4.03796, 3.24920, 3.78963], [-0.85009, 0.17841, 2.55226], [3.11029, -0.65842, -0.61585], [-0.03033, -1.19791, -3.48783], [-3.48570, 2.02982, 0.67839], [-2.17287, 1.71665, 4.29504], [3.42938, -1.55352, -1.13482], [5.18705, -0.51488, -1.79021], [0.15809, -0.52697, -2.11401], [-0.47894, 0.09888, 3.70818], [0.96152, -1.57094, -1.16459], [-4.05948, 2.77885, 1.69600], [-4.87529, 3.45418, 1.47456], [2.20014, -2.05004, -2.84093], [-0.35231, -0.43338, 1.62405], [4.96735, -2.07613, -2.54028], [-1.98143, 0.58828, 0.16810], [-3.85343, 2.11660, -0.33438], [4.44576, -1.18225, -2.21399], [-2.54157, 1.80820, 3.28477], [0.32852, -2.25160, -0.75650], [2.13387, -4.09232, -1.44827], [0.97409, 0.60083, -2.26660], [3.82841, -2.23361, -0.39392], [-1.97772, 1.07679, 2.25584], [3.93929, -0.70871, -3.04420]],
  "lumo_ev": -0.33,
  "homo_energy_ev": -9.98,
  "smiles": "CC[C@@H](Br)NS(=O)(=O)F.O=[N+]([O-])c1ccccc1",
  "homo_lumo_gap_ev": 9.65,
  "total_charge": 0
}

=====

Entry 4:
{
  "formula": "C13H24O",
  "method": "the ωB97M-V functional and the def2-TZVPD basis",
  "species": ["C", "H", "C", "C", "H", "H", "H", "C", "H", "C", "H", "H", "H", "H", "H", "H", "H", "H", "H", "H", "H", "H", "H", "H", "C", "C", "H", "H", "C", "C", "C", "O", "C", "H", "C", "H", "C", "H"],
  "coordinates": [[1.44329, 1.44591, 2.90172], [-3.89890, -0.12175, -0.59544], [1.40432, 1.60528, 1.38411], [1.10142, -0.09624, -1.68428], [-2.52753, -1.67848, -2.63971], [-0.24289, -1.92648, -3.32793], [-0.31699, 2.90134, 1.40983], [2.22594, 0.41887, -0.76782], [0.21179, 0.50534, -1.51368], [-1.76275, -1.31347, -1.94989], [2.46396, 1.27316, 3.23493], [1.06307, 2.34130, 3.38739], [-3.41369, -0.58110, 1.03633], [-1.89605, 1.29914, -0.82115], [-0.58969, -3.11103, -2.06939], [-1.40593, -1.70965, 0.14351], [-1.37523, 0.88210, 2.14099], [-2.90262, 1.77824, 0.52971], [2.09467, 2.40479, 1.09020], [0.62010, -1.75821, -0.40548], [2.45647, 1.45116, -1.03422], [-2.89800, -2.38387, -0.46472], [-0.53624, -0.07547, 0.93354], [1.41169, 0.05659, -2.72131], [-1.03019, 0.87816, 1.10624], [-0.45186, -2.04427, -2.26109], [-1.63520, -0.25370, -2.16510], [3.11306, -0.19753, -0.93085], [1.86784, 0.32209, 0.70285], [0.77158, -1.57096, -1.46820], [-0.00275, 1.99312, 0.89077], [1.95135, -0.72339, 1.30032], [-2.23440, 0.99167, 0.17064], [0.05606, 2.23613, -0.17229], [-2.25235, -1.50393, -0.50958], [1.63018, -2.17472, -1.77223], [-3.03538, -0.30956, 0.04785], [0.84331, 0.59352, 3.20659]],
  "lumo_ev": 0.91,
  "homo_energy_ev": -9.32,
  "smiles": "C[C@@H]1CCCCCCCCCCC1=O",
  "homo_lumo_gap_ev": 10.23,
  "e_above_lowest_kj_mol": 0.0,
  "total_charge": 0
}

=====

Entry 5:
{
  "formula": "C10H40O10",
  "method": "the ωB97M-V functional and the def2-TZVPD basis",
  "species": ["H", "H", "O", "H", "H", "O", "H", "C", "C", "O", "H", "H", "O", "H", "H", "H", "O", "H", "H", "O", "H", "H", "H", "H", "H", "C", "C", "H", "H", "H", "C", "H", "H", "C", "C", "H", "H", "H", "H", "C", "H", "H", "C", "H", "O", "H", "H", "H", "H", "C", "H", "O", "H", "H", "H", "H", "O", "H", "H", "O"],
  "coordinates": [[-2.69176, -2.98117, 3.69595], [-1.38447, -2.47860, 4.87452], [4.37854, -0.42415, -0.68934], [-2.60459, 0.77735, -2.18908], [-1.14576, 4.67671, 0.48228], [-3.78098, 2.92005, 0.12172], [3.82176, -0.24534, 0.07385], [-1.77188, -1.08409, 3.24524], [-2.98257, 1.03766, -1.19494], [0.77043, 2.09110, -1.45912], [4.20803, 2.87944, -1.38058], [1.47834, -3.41654, 3.07451], [3.66786, 2.12827, -1.65482], [-2.50565, 3.10761, -1.42154], [-2.63968, -0.53782, 3.62646], [-0.86332, -0.56967, 3.57447], [0.36603, 0.25725, -4.10032], [0.74284, 0.43497, -0.33238], [-0.70678, 2.35986, 0.74358], [1.87660, -2.82364, 0.48587], [4.33893, 0.39729, -1.22539], [-0.96846, -3.04420, 3.28334], [-4.22853, 2.63484, -1.84259], [-1.76915, -1.72461, -2.30112], [2.73863, 2.40206, -1.57444], [1.09249, -3.94105, 0.97565], [1.68727, -0.13343, -4.42687], [0.77189, -5.02427, 2.81365], [-0.41171, -2.44046, -2.20358], [-3.00780, 3.31877, 0.55922], [2.48682, -0.52244, -3.20323], [-1.16892, -0.67662, 1.40924], [-2.22704, 0.79808, -0.44899], [1.47260, -4.27765, 2.41073], [-3.38587, 2.50284, -1.16961], [1.76086, -0.88336, -5.22527], [0.48500, 2.19798, -2.38179], [0.43723, 3.47832, 1.62810], [-0.11783, -0.80894, -0.72161], [-1.05620, 2.49862, 2.85431], [-2.07259, 2.12055, 2.84527], [0.03785, -3.65587, 0.92928], [-1.73077, -2.49501, 3.84186], [-3.87722, 0.44034, -1.01030], [-0.84339, -1.58510, -2.06414], [3.54599, -0.70099, -3.37016], [0.81965, 2.98991, -1.10715], [1.39345, -4.78489, 0.35298], [-0.04491, -0.46733, -3.61293], [-0.57931, 3.08945, 1.54785], [1.34233, -2.01864, 0.51883], [0.37035, -0.38122, 0.02846], [2.19519, 0.73471, -4.86031], [-0.86042, 3.13889, 3.71294], [-0.39410, 1.63570, 3.04038], [2.42699, -4.80674, 2.45331], [-1.87724, -1.17398, 1.83754], [2.38253, 0.25978, -2.45583], [2.10577, -1.39486, -2.65205], [-1.50341, 4.19429, 1.23807]],
  "lumo_ev": -0.35,
  "homo_energy_ev": -9.70,
  "smiles": "CCO.CCO.CCO.CCO.CCO.O.O.O.O.O",
  "homo_lumo_gap_ev": 9.36,
  "e_above_lowest_kj_mol": 15.3,
  "total_charge": 0
}

=====

Entry 6:
{
  "formula": "C5H11BrN",
  "method": "the ωB97M-V functional and the def2-TZVPD basis",
  "species": ["H", "C", "H", "C", "C", "H", "H", "H", "C", "N", "H", "C", "Br", "H", "H", "H", "H", "H"],
  "coordinates": [[0.02051, 2.67306, 0.06162], [0.61081, 1.84814, 0.56297], [1.91210, 0.29180, -0.39500], [-0.37787, -3.00798, 0.17120], [1.15210, 1.02165, -0.68040], [1.40393, 2.07240, 1.38881], [0.52197, -3.42226, 0.59933], [-0.52380, 0.99896, -1.93838], [-0.04823, 0.34142, -1.19949], [-0.33728, 0.77363, 1.16026], [0.18650, 0.14373, 1.79214], [-0.87212, -0.05987, -0.01954], [-2.79847, 0.01189, 0.01904], [1.67139, 1.80969, -1.32032], [-0.31512, -2.35569, -0.68573], [-1.13703, -3.63727, 0.42603], [-1.08775, 1.19843, 1.76056], [0.01835, -0.70172, -1.70307]],
  "lumo_ev": [-5.17, -3.77],
  "homo_energy_ev": [-12.61, -13.42],
  "homo_lumo_gap_ev": [7.44, 9.65],
  "e_above_lowest_kj_mol": 480.1,
  "total_charge": 1
}

=====

Entry 7:
{
  "formula": "C6H11N5PPt",
  "method": "the ωB97M-V functional and the def2-TZVPD basis",
  "species": ["H", "N", "H", "C", "C", "N", "P", "H", "H", "H", "H", "C", "Pt", "N", "N", "C", "H", "N", "H", "H", "C", "C", "H", "H"],
  "coordinates": [[3.94254, -0.77887, 0.28939], [0.54679, -0.58143, 2.09580], [0.59745, -1.00438, -3.31226], [-2.07929, -0.53603, -1.25873], [-0.81855, -1.24192, -1.48407], [-0.25632, -0.04003, 3.02127], [3.18889, 0.17505, -0.45531], [-1.36421, 1.53505, 0.54806], [-0.62078, -2.29421, -1.24950], [0.68793, -0.83988, 4.52533], [3.95464, 0.40277, -1.63993], [-2.20611, 0.51134, -2.20016], [1.10399, -0.40068, -0.78487], [0.12875, -0.03384, 0.93874], [-1.05628, 0.97747, 2.55725], [-1.05889, 0.53321, -3.04639], [-3.04178, 1.21525, -2.26051], [0.21316, 0.02582, 4.31232], [3.34602, 1.38728, 0.27864], [-0.53872, 0.26845, 4.94088], [-0.15647, -0.53715, -2.66302], [-0.82916, 0.90732, 1.25192], [-2.81068, -0.85599, -0.52445], [-0.87290, 1.20540, -3.88040]],
  "lumo_ev": [2.89, 2.84],
  "homo_energy_ev": [-0.95, -3.33],
  "s_squared": 2.035,
  "homo_lumo_gap_ev": [3.83, 6.16],
  "e_above_lowest_kj_mol": 0.0,
  "total_charge": -1,
  "spin_multiplicity": 3
}

=====

Entry 8:
{
  "formula": "C7H12FNO2",
  "method": "the ωB97M-V functional and the def2-TZVPD basis",
  "species": ["H", "F", "H", "C", "C", "O", "H", "H", "C", "N", "H", "H", "C", "H", "O", "H", "H", "C", "C", "H", "C", "H", "H"],
  "coordinates": [[0.97587, 2.19464, 0.31906], [-1.72786, -1.54696, 1.47857], [-0.61133, 0.14997, -2.09213], [-0.17792, 0.14799, -0.17636], [-1.56660, -1.36715, 0.13092], [-1.25360, 2.12414, -0.93661], [0.68053, -0.78332, -1.63007], [0.25527, 0.41887, 1.83274], [1.67248, 1.49980, 0.53284], [0.18029, 0.09740, -1.52897], [-0.47839, 1.83431, -1.63741], [1.82306, -1.32259, 2.05449], [-1.24619, 1.18745, 0.09357], [2.26077, 1.85348, 1.25645], [-1.95216, 1.25009, 1.05365], [1.11585, -1.90370, 0.43639], [-3.02771, -2.50865, -0.72496], [0.80039, 0.24920, 0.95577], [1.66089, -1.09096, 0.95395], [2.31860, 1.35615, -0.42516], [-2.32120, -1.73278, -0.85266], [2.64874, -0.92879, 0.63433], [-2.02977, -1.17859, -1.72839]],
  "lumo_ev": 0.59,
  "homo_energy_ev": -9.32,
  "homo_lumo_gap_ev": 9.90,
  "e_above_lowest_kj_mol": 230.6,
  "total_charge": 0
}